DFT (ωB97M-V/def2-TZVPD) results for 9 unconnected molecules or ions with the total composition C28H54O19S4 at a distorted geometry.

Values from the calculation:
- Molar mass: 822.99 Da
- E_tot: -4121.56631 a.u.
- Lowest unoccupied orbital energy: 0.031 eV
- ΔE to the lowest compared entry with this formula, charge and spin: 0.333 eV
- E_HOMO: -0.3127 hartree

```
! wB97M-V def2-TZVPD RIJCOSX def2/J DEFGRID3
* xyz 0 1
C 18.837 -3.221 -20.559
C 17.606 -2.930 -21.393
C 16.705 -1.863 -20.791
O 17.130 -0.661 -21.492
C 17.749 -1.008 -22.642
O 17.965 -0.267 -23.543
O 18.033 -2.332 -22.642
H 18.539 -3.586 -19.574
H 19.429 -2.310 -20.459
H 19.458 -3.972 -21.045
H 17.097 -3.850 -21.673
H 16.970 -1.686 -19.751
H 15.637 -1.980 -20.948
C 11.860 -9.511 -19.968
C 12.673 -10.625 -20.602
C 13.376 -11.551 -19.603
O 12.624 -12.754 -19.655
C 11.946 -12.779 -20.848
O 11.479 -13.759 -21.311
O 11.833 -11.529 -21.335
H 11.116 -9.919 -19.273
H 11.344 -8.868 -20.671
H 12.545 -8.971 -19.308
H 13.387 -10.147 -21.275
H 13.502 -11.112 -18.615
H 14.391 -11.765 -19.964
C 11.282 -4.556 -15.204
C 10.660 -5.895 -15.507
C 9.184 -5.784 -15.917
O 9.212 -5.956 -17.340
C 10.401 -6.478 -17.706
O 10.648 -6.815 -18.824
O 11.272 -6.451 -16.695
H 10.881 -3.770 -15.856
H 12.320 -4.538 -15.539
H 11.228 -4.271 -14.159
H 10.811 -6.607 -14.702
H 8.736 -4.805 -15.759
H 8.553 -6.518 -15.413
C 14.455 -7.085 -17.386
C 14.010 -6.083 -18.423
C 14.826 -4.783 -18.349
O 15.387 -4.645 -19.670
C 15.290 -5.810 -20.332
O 15.861 -6.067 -21.349
O 14.425 -6.629 -19.719
H 13.813 -7.965 -17.398
H 14.412 -6.680 -16.372
H 15.495 -7.335 -17.588
H 12.936 -5.967 -18.524
H 15.674 -4.837 -17.667
H 14.250 -3.880 -18.159
C 16.332 -10.040 -19.667
C 16.754 -10.673 -18.367
C 18.261 -10.958 -18.269
O 18.730 -9.964 -17.325
C 17.686 -9.409 -16.692
O 17.772 -8.675 -15.761
O 16.528 -9.711 -17.316
H 16.910 -9.130 -19.843
H 15.275 -9.778 -19.672
H 16.514 -10.691 -20.526
H 16.160 -11.546 -18.096
H 18.770 -10.740 -19.203
H 18.526 -11.918 -17.838
C 16.869 -5.177 -24.487
S 15.725 -5.347 -25.842
O 16.493 -5.154 -27.091
C 15.490 -7.106 -25.588
H 17.355 -4.197 -24.515
H 17.740 -5.823 -24.639
H 16.392 -5.313 -23.518
H 14.942 -7.225 -24.651
H 16.456 -7.610 -25.538
H 14.919 -7.572 -26.389
C 11.766 -2.680 -20.364
S 11.586 -3.009 -18.608
O 12.354 -1.921 -17.929
C 9.883 -2.471 -18.436
H 12.601 -3.280 -20.739
H 12.065 -1.646 -20.531
H 10.881 -2.957 -20.935
H 9.691 -1.511 -18.921
H 9.734 -2.281 -17.373
H 9.189 -3.201 -18.857
C 14.965 -5.283 -11.929
S 14.899 -5.739 -13.678
O 13.510 -6.183 -13.963
C 15.009 -4.062 -14.305
H 14.311 -4.424 -11.804
H 16.022 -5.089 -11.727
H 14.663 -6.085 -11.261
H 14.089 -3.522 -14.066
H 15.075 -4.165 -15.388
H 15.829 -3.470 -13.911
C 18.730 -5.509 -16.650
S 18.694 -3.731 -16.564
O 17.363 -3.295 -17.074
C 18.541 -3.602 -14.776
H 18.045 -6.111 -16.045
H 19.755 -5.833 -16.457
H 18.467 -5.776 -17.678
H 17.810 -4.350 -14.478
H 18.195 -2.610 -14.493
H 19.468 -3.774 -14.224
*
```

DFT (ωB97M-V/def2-TZVPD) results for a molecular structure, C28H54OP2Tb at a distorted geometry.

Values from the calculation:
- Molar mass: 627.61 Da
- E_tot: -2681.51221 a.u.
- Lowest unoccupied orbital energy (spin up / spin down): -2.671 / -2.435 eV
- ΔE to the lowest compared entry with this formula, charge and spin: 0.000 eV
- E_HOMO (spin up / spin down): -0.3773 / -0.3780 hartree

```
! wB97M-V def2-TZVPD RIJCOSX def2/J DEFGRID3
* xyz 1 7
Tb 0.184 -0.259 0.318
C 1.568 1.778 1.296
C 0.284 2.412 1.286
C 0.158 0.574 2.685
C 1.533 0.717 2.259
C -0.599 1.642 2.099
C 2.787 2.261 0.568
H 2.532 2.761 -0.380
H 3.453 1.426 0.305
H 3.382 2.975 1.163
C 2.720 0.001 2.810
H 3.625 0.177 2.203
H 2.542 -1.078 2.848
H 2.974 0.322 3.843
C -0.431 -0.470 3.577
H -0.598 -0.141 4.617
H 0.197 -1.368 3.624
H -1.416 -0.796 3.202
C -1.985 2.025 2.494
H -1.996 2.654 3.398
H -2.604 1.147 2.713
H -2.512 2.588 1.713
C 0.022 3.783 0.774
H 0.486 4.549 1.418
H -1.045 4.017 0.715
H 0.427 3.940 -0.233
C -1.090 1.491 -3.188
C -0.394 2.525 -2.711
C -0.766 3.955 -3.018
C -2.045 4.536 -2.331
C -2.857 3.608 -1.457
C -3.554 2.589 -1.966
C -3.580 2.295 -3.447
C -2.294 1.680 -4.082
H -0.897 4.076 -4.108
H -2.689 4.918 -3.141
H 0.091 4.594 -2.747
H -2.015 2.325 -4.934
H -0.797 0.442 -3.031
H 0.535 2.409 -2.133
H -2.558 0.703 -4.518
H -4.428 1.618 -3.646
H -4.224 1.979 -1.351
H -3.797 3.226 -3.997
H -1.755 5.418 -1.735
H -2.937 3.889 -0.400
P 2.039 -0.846 -1.792
C 3.522 -1.464 -0.895
H 4.223 -1.982 -1.566
H 3.208 -2.158 -0.110
H 4.043 -0.631 -0.405
C 1.566 -2.307 -2.806
H 2.433 -2.770 -3.297
H 0.843 -1.992 -3.570
H 1.070 -3.064 -2.182
C 2.837 0.299 -2.972
H 2.115 0.618 -3.729
H 3.703 -0.158 -3.461
H 3.169 1.193 -2.432
P -2.370 -1.483 -0.159
C -3.770 -0.692 0.737
H -4.745 -1.013 0.344
H -3.694 0.402 0.649
H -3.712 -0.942 1.806
C -3.002 -1.866 -1.840
H -3.538 -1.001 -2.253
H -3.660 -2.744 -1.842
H -2.152 -2.077 -2.505
C -2.383 -3.142 0.631
H -3.405 -3.525 0.739
H -1.924 -3.088 1.624
H -1.805 -3.850 0.029
C 1.110 -4.272 0.378
C 1.417 -3.347 1.540
C 0.669 -3.705 2.815
C 2.940 -3.402 1.887
O 0.984 -2.017 1.120
H 1.228 -5.329 0.647
H 1.790 -4.079 -0.461
H 0.094 -4.137 -0.014
H 0.851 -4.746 3.108
H 1.044 -3.070 3.622
H -0.402 -3.528 2.742
H 3.393 -4.288 1.399
H 3.481 -2.499 1.589
H 3.041 -3.528 2.979
*
```

DFT (ωB97M-V/def2-TZVPD) results for 6 unconnected molecules or ions with the total composition C28H55F6NO13 at a distorted geometry.

Values from the calculation:
- Molar mass: 727.73 Da
- SMILES string: CCOC(=O)C(F)(F)F.CCOC(=O)C(F)(F)F.COCCOCCOC.COCCOCCOC.COCCOCCOC.CC#N
- E_tot: -2731.59833 a.u.
- Lowest unoccupied orbital energy: 0.179 eV
- E_HOMO: -0.3415 hartree

```
! wB97M-V def2-TZVPD RIJCOSX def2/J DEFGRID3
* xyz 0 1
C -7.683 0.869 -0.777
C -6.220 1.221 -1.002
O -6.091 1.732 -2.304
C -4.841 1.831 -2.932
O -3.837 1.622 -2.288
C -4.878 2.361 -4.312
F -5.886 1.843 -4.958
F -4.932 3.697 -4.191
F -3.784 2.105 -5.008
H -8.233 1.790 -0.583
H -7.751 0.140 0.031
H -8.215 0.493 -1.651
H -5.537 0.385 -0.847
H -6.001 1.978 -0.249
C -1.322 4.704 2.785
C -1.188 4.757 4.342
O -1.028 3.484 4.978
C 0.104 2.832 5.159
O 1.199 3.317 4.969
C -0.005 1.322 5.490
F -1.129 1.105 6.069
F 0.182 0.569 4.344
F 0.905 1.087 6.433
H -1.558 5.707 2.429
H -2.195 4.137 2.462
H -0.400 4.614 2.211
H -2.113 5.244 4.650
H -0.331 5.384 4.589
C -0.366 7.440 -3.502
O 0.535 8.166 -2.669
C 0.360 9.527 -2.803
C -1.055 10.223 -2.937
O -2.087 9.689 -2.100
C -3.364 9.989 -2.597
C -4.215 10.915 -1.697
O -3.483 12.080 -1.362
C -3.436 12.415 0.066
H -0.551 8.010 -4.412
H -1.266 7.263 -2.913
H 0.147 6.497 -3.692
H 1.086 9.728 -3.591
H 0.723 9.998 -1.889
H -1.337 10.001 -3.966
H -1.071 11.310 -3.021
H -3.924 9.095 -2.872
H -3.461 10.520 -3.544
H -4.270 10.272 -0.819
H -5.205 11.158 -2.085
H -4.378 12.718 0.523
H -2.716 13.228 0.163
H -3.004 11.555 0.578
C -4.260 -8.472 -6.813
O -4.801 -7.324 -7.529
C -3.959 -6.152 -7.499
C -3.661 -5.297 -6.271
O -3.031 -6.143 -5.245
C -2.103 -5.309 -4.481
C -1.207 -6.235 -3.701
O -0.573 -5.515 -2.732
C 0.096 -6.413 -1.770
H -4.411 -8.348 -5.741
H -3.197 -8.711 -6.849
H -4.777 -9.379 -7.126
H -4.376 -5.599 -8.340
H -2.968 -6.473 -7.820
H -4.530 -4.806 -5.833
H -2.935 -4.557 -6.608
H -2.639 -4.719 -3.738
H -1.369 -4.677 -4.980
H -0.515 -6.755 -4.364
H -1.860 -6.925 -3.167
H 0.638 -7.234 -2.240
H -0.639 -6.858 -1.099
H 0.770 -5.764 -1.212
C 9.166 -10.223 7.617
O 9.286 -8.824 7.947
C 8.241 -8.174 8.683
C 7.000 -7.711 7.835
O 7.207 -6.437 7.177
C 7.725 -6.278 5.874
C 7.415 -4.804 5.373
O 8.300 -4.373 4.338
C 7.938 -3.424 3.363
H 8.454 -10.245 6.793
H 8.806 -10.774 8.486
H 10.063 -10.669 7.187
H 8.610 -7.277 9.181
H 7.945 -8.752 9.558
H 6.153 -7.630 8.516
H 6.706 -8.481 7.121
H 7.247 -6.997 5.208
H 8.804 -6.418 5.931
H 7.305 -4.133 6.224
H 6.360 -4.822 5.100
H 7.148 -3.774 2.698
H 8.884 -3.216 2.861
H 7.506 -2.495 3.736
C 2.160 0.300 -1.178
C 2.208 0.046 -2.651
N 2.157 -0.037 -3.821
H 1.542 -0.446 -0.678
H 1.881 1.354 -1.181
H 3.195 0.254 -0.838
*
```

DFT (ωB97M-V/def2-TZVPD) results for a molecular structure, C28H56Br6NaO12S5 at a distorted geometry.

Values from the calculation:
- Molar mass: 1247.49 Da
- E_tot: -19600.60311 a.u.
- Lowest unoccupied orbital energy: 1.571 eV
- E_HOMO: -0.1307 hartree

```
! wB97M-V def2-TZVPD RIJCOSX def2/J DEFGRID3
* xyz -1 1
Na 9.183 11.819 12.698
O 10.049 14.196 12.938
C 11.389 13.836 13.075
C 11.958 12.681 12.073
O 11.579 11.336 12.039
H 11.618 13.425 14.058
H 12.032 14.705 12.933
H 13.044 12.679 12.169
H 11.788 12.968 11.036
C 16.463 12.785 10.887
C 17.643 13.739 10.429
C 18.774 12.809 10.006
S 18.545 11.169 10.873
O 19.653 10.983 11.813
O 18.206 10.174 9.838
C 17.028 11.747 11.807
H 16.030 12.350 9.987
H 15.669 13.346 11.380
H 17.917 14.467 11.193
H 17.415 14.285 9.513
H 19.748 13.200 10.301
H 18.619 12.547 8.960
H 17.456 12.151 12.725
H 16.320 10.960 12.067
C 14.823 15.136 14.965
C 14.249 14.768 16.318
C 15.371 13.993 17.036
S 16.963 14.899 16.604
O 17.950 13.893 16.224
O 17.341 15.825 17.653
C 16.216 15.812 15.146
H 14.196 15.863 14.450
H 14.762 14.260 14.320
H 13.402 14.084 16.357
H 14.007 15.612 16.965
H 15.507 12.936 16.807
H 15.304 14.089 18.120
H 16.917 15.794 14.312
H 16.047 16.865 15.373
C 8.306 7.276 10.252
C 9.771 7.895 10.338
C 10.093 7.982 11.829
S 8.508 8.219 12.813
O 8.277 9.603 13.193
O 8.464 7.180 13.832
C 7.381 7.775 11.444
H 8.321 6.188 10.311
H 7.792 7.528 9.324
H 9.518 8.868 9.916
H 10.356 7.282 9.653
H 10.832 8.719 12.146
H 10.319 6.980 12.193
H 6.857 8.696 11.189
H 6.583 7.167 11.870
C 10.029 10.323 7.435
C 8.810 10.866 6.748
C 7.709 11.312 7.749
S 8.706 12.086 9.025
O 8.264 11.520 10.299
O 8.632 13.498 8.748
C 10.348 11.315 8.569
H 10.841 10.134 6.734
H 9.781 9.365 7.891
H 8.605 10.064 6.040
H 9.149 11.796 6.292
H 7.297 10.450 8.273
H 6.852 11.907 7.432
H 10.795 11.023 9.520
H 10.965 12.096 8.125
C 14.119 15.063 9.624
C 14.548 15.945 10.772
C 13.505 17.059 10.953
S 12.551 17.268 9.392
O 12.832 18.564 8.793
O 11.130 16.878 9.556
C 13.546 15.925 8.480
H 13.343 14.371 9.949
H 14.930 14.434 9.257
H 15.508 16.427 10.587
H 14.605 15.321 11.664
H 13.999 18.020 11.098
H 12.720 16.907 11.694
H 14.348 16.379 7.898
H 12.855 15.454 7.780
Br 10.003 13.220 18.100
C 8.280 12.637 17.251
C 8.176 13.065 15.806
Br 6.769 12.284 14.727
H 7.533 13.076 17.913
H 8.340 11.567 17.454
H 9.102 12.783 15.305
H 8.000 14.140 15.782
Br 15.111 11.088 14.749
C 13.193 11.064 15.448
C 12.793 9.592 15.593
Br 10.925 9.408 16.172
H 12.516 11.568 14.759
H 13.155 11.673 16.351
H 13.416 9.031 16.289
H 12.942 9.103 14.631
Br 15.228 7.923 11.417
C 13.765 9.231 11.106
C 13.764 9.661 9.594
Br 13.188 8.191 8.395
H 13.902 10.047 11.815
H 12.786 8.850 11.396
H 14.706 9.987 9.155
H 13.084 10.512 9.623
*
```